The following is a quantum chemistry calculation of a 3-piece molecular cluster, C18H51I2N6O2P3Si overall in a non-equilibrium geometry, from the Open Molecules 2025 dataset.

## Properties
**E_LUMO**: 0.3 eV
**SMILES**: C/C(I)=C(\I)[PH3][Si](C)(C)C.CN(C)P(=O)(N(C)C)N(C)C.CN(C)P(=O)(N(C)C)N(C)C
**Energy**: -3104.24539 hartree
**Orbital gap**: 7.799 eV

```
83
Properties=species:S:1:pos:R:3:forces:R:3
I -1.48385 0.25410 2.14833 0.06 -0.03 0.04
I -4.33057 1.62315 -1.74173 0.01 0.02 -0.07
P -7.05742 -1.20614 5.26699 3.53 -3.26 -0.02
P 6.50872 1.31547 -4.43498 5.19 -1.58 1.21
P -1.01218 0.84360 -1.22915 0.15 0.13 -0.19
Si 1.14464 0.74619 -2.05256 0.64 -0.11 0.07
O -7.36087 -0.74716 3.89181 -2.11 1.64 1.01
O 6.02006 2.02376 -3.21813 -2.96 0.45 -1.52
N 6.95895 -0.16105 -3.68795 0.65 0.29 0.57
N 6.27706 0.59297 -6.01562 -2.84 1.28 0.11
N -6.87191 -2.91760 5.03516 0.63 0.12 0.33
N -7.73766 -1.31334 6.85197 -1.98 1.37 -1.17
N 7.85969 2.29117 -4.89993 0.25 -0.37 -0.04
N -5.56965 -0.49868 5.64066 0.41 -0.17 -0.56
C -9.15661 -0.93013 6.92306 0.01 0.20 -0.06
C -7.96795 -3.44175 4.22596 -0.20 0.07 0.05
C -3.06422 0.85954 0.86184 -0.53 0.09 -0.37
C 1.80628 2.50983 -2.04169 -0.83 -0.23 0.04
C 2.30830 -0.23098 -0.91701 -0.32 0.16 -0.56
C 7.46455 3.69324 -5.01268 -0.20 0.04 -0.03
C -5.59803 -3.46333 4.58508 0.06 0.04 -0.09
C 5.07624 1.05894 -6.72800 -0.10 -0.03 0.12
C -5.63408 0.94800 5.76820 -0.33 0.20 -0.06
C 5.80961 -0.93854 -3.25886 -0.27 0.15 -0.21
C -4.49373 -1.05050 6.43443 -0.11 -0.04 0.52
C -4.34438 1.02204 1.62277 0.03 0.11 0.07
C 9.12071 2.16450 -4.18150 0.04 -0.09 0.14
C -7.49514 -2.50119 7.65383 0.24 -0.14 0.14
C 7.40406 0.52778 -6.93023 0.33 0.05 0.01
C 8.10171 -0.99591 -3.97008 -0.08 -0.16 -0.46
C 1.28072 -0.04097 -3.75591 0.31 0.29 -0.12
C -2.80677 1.04854 -0.42352 0.24 -0.24 0.43
H -6.31403 1.37238 5.02817 -0.03 -0.09 -0.01
H 7.11813 -0.14943 -7.73955 -0.08 -0.03 0.06
H -9.81581 -1.67741 6.46294 -0.03 -0.01 0.09
H 7.96973 -1.62947 -4.86283 0.01 -0.02 0.03
H 8.27250 -1.65974 -3.11896 -0.09 -0.02 0.01
H 2.34753 -0.07672 -4.00181 0.05 -0.07 0.04
H -4.67249 -0.96083 7.51726 0.02 0.01 -0.02
H 4.87274 0.41788 -7.58674 0.06 -0.03 0.01
H -7.83455 -3.23859 3.15811 -0.03 0.03 0.01
H -7.80516 -2.26796 8.67610 -0.02 0.07 -0.03
H 3.28238 0.25613 -0.98017 0.06 0.02 0.22
H -8.91923 -2.99736 4.52689 0.01 0.00 -0.01
H 9.67440 1.28690 -4.51331 -0.02 0.00 0.03
H -4.88694 -3.53342 5.40485 0.00 -0.04 -0.06
H -5.74642 -4.48787 4.24056 -0.12 0.04 -0.07
H -5.14343 -2.89008 3.76672 0.01 -0.03 0.00
H 5.02446 -0.28282 -2.87953 0.05 0.03 0.01
H -6.43894 -2.75668 7.68804 0.00 0.00 -0.11
H 7.67081 1.49734 -7.36084 -0.01 0.01 0.03
H 8.99729 2.11846 -3.09258 0.02 0.02 0.00
H 2.42991 -1.23173 -1.33318 -0.07 -0.17 0.29
H -4.65253 1.38959 5.58776 0.05 -0.10 0.04
H 4.20581 1.01056 -6.06992 0.02 0.01 0.01
H -8.04789 -4.52068 4.37665 0.06 0.00 0.03
H 8.28718 0.10792 -6.45558 -0.01 0.08 0.08
H -4.59460 0.12883 2.19331 0.06 0.00 0.13
H 1.16833 3.15057 -2.65464 0.25 0.12 -0.19
H -4.28799 -2.08765 6.20500 -0.14 0.00 0.05
H 1.68047 2.87438 -1.01904 0.28 0.07 0.06
H -8.05207 -3.37708 7.30917 0.01 0.02 -0.05
H 0.82661 0.56444 -4.54117 -0.22 -0.09 0.00
H 5.17344 2.09306 -7.08471 -0.01 -0.04 -0.10
H -1.59000 1.23420 -2.47710 -0.02 -0.01 0.04
H -5.18292 1.24272 0.96806 0.05 -0.02 -0.15
H 0.91147 -1.06458 -3.80410 -0.15 0.01 0.00
H 9.75659 3.01903 -4.41702 -0.11 0.08 0.00
H 5.38865 -1.53029 -4.08791 0.03 -0.08 0.07
H -5.98071 1.25258 6.76674 0.09 0.03 0.00
H 7.38599 4.18531 -4.03727 -0.05 -0.01 -0.01
H -3.57069 -0.51170 6.20780 -0.08 0.13 -0.02
H -9.46093 -0.79679 7.96192 0.07 -0.03 0.02
H 9.01326 -0.41913 -4.08834 -0.06 0.03 -0.07
H 1.95904 -0.26216 0.11295 0.15 -0.13 0.10
H 8.19239 4.22932 -5.62516 0.04 -0.05 0.00
H -4.23672 1.86432 2.30847 -0.04 -0.08 0.17
H 6.08502 -1.61554 -2.44824 0.09 0.00 -0.03
H 6.49258 3.78377 -5.50435 0.00 -0.01 0.01
H 2.85044 2.56000 -2.34240 0.04 0.14 -0.03
H -1.05804 -0.53621 -0.89088 -0.10 0.01 0.03
H -9.31668 0.01996 6.41063 0.01 -0.03 -0.02
H -0.58463 1.81674 -0.27133 -0.06 -0.01 0.02
```
Forces are in eV/Å.

---

The following is a quantum chemistry calculation of a 9-piece molecular cluster, C18H51N15O10 overall in a non-equilibrium geometry, from the Open Molecules 2025 dataset.

## Properties
**E_LUMO (alpha / beta)**: 1.9 / 0.0 eV
**Energy**: -2290.18313 hartree
**2S+1**: 2
**Orbital gap (alpha / beta)**: 8.361 / 5.860 eV
**Net charge**: -1

```
94
Properties=species:S:1:pos:R:3:forces:R:3
O 4.10161 1.37747 -0.24326 -0.26 -1.05 0.71
O 2.56024 -2.63699 -0.23382 -4.17 2.06 1.63
O -2.75931 -3.08542 -2.24710 0.22 0.51 0.90
O 1.59075 2.44900 -4.37359 1.85 1.55 -1.78
O -4.87870 0.98110 -0.94223 0.62 0.57 0.58
O 2.29932 -0.54563 2.24955 -2.02 -1.57 -1.51
O 5.18197 -0.89854 -2.36997 -0.19 0.31 -0.45
O -0.53797 -1.87075 6.59596 -1.64 -1.72 3.85
O 2.61921 3.37782 4.80676 -0.25 0.30 0.24
O 2.93670 -7.28220 -1.19377 -0.33 0.06 -0.09
N -2.31488 -4.72515 -3.58919 -1.91 -3.99 -5.17
N 2.88427 -5.08035 -1.57651 0.29 3.23 -4.49
N 3.16201 -1.44806 -3.19624 -3.15 -1.82 0.20
N 4.39749 -0.08284 -4.37607 0.50 0.89 -1.26
N -0.84160 -4.33835 -2.14488 2.52 0.20 2.08
N 3.41298 1.37722 4.19026 1.71 -1.92 -0.02
N -0.54710 2.08206 -3.88897 -4.68 1.81 -0.04
N 0.94956 -0.81896 5.45982 5.45 2.77 -0.73
N 2.65582 -5.73781 0.42365 -0.30 0.52 3.07
N 1.48685 2.01717 3.49397 -5.59 -0.54 -3.17
N -3.73210 1.55066 -0.31614 1.30 2.36 -1.60
N 0.93565 0.68980 -3.28408 2.32 -6.50 3.07
N -0.88109 -1.42881 4.52367 -4.46 -0.31 -7.17
N 3.40146 3.22892 -1.19627 0.89 2.24 -2.71
N 2.39337 2.65455 0.51075 -5.92 -1.05 6.21
C -3.81355 3.39968 -1.90195 -0.72 1.39 0.17
C 1.32430 -1.90302 0.20576 4.18 -1.11 -2.58
C -3.10037 0.75026 0.68614 0.19 -0.16 0.98
C 1.32879 -1.43097 1.75374 2.22 1.14 1.52
C -4.69217 3.80953 0.50489 0.05 -0.68 -1.42
C 3.33784 2.32298 -0.25956 4.45 -1.47 -2.81
C -3.99928 0.77053 1.99120 0.47 -1.68 -0.24
C -2.88632 -0.67094 0.10435 -0.65 -1.24 1.57
C -2.25307 3.50986 -0.03245 -0.01 -0.43 0.59
C 2.83097 -6.10570 -0.81371 0.23 -4.84 -0.16
C -0.17400 -1.40914 5.56081 0.36 -0.82 3.47
C 0.73263 1.78011 -3.87754 -0.41 3.16 -1.07
C 2.49541 2.31470 4.18672 3.43 3.57 3.71
C -3.66252 3.06508 -0.44171 -0.14 -2.01 1.80
C -1.69128 1.31840 1.14687 -1.26 1.42 0.00
C -1.74118 2.86029 1.23520 -0.16 -0.11 -0.07
C 4.31892 -0.81901 -3.22201 2.74 0.63 0.14
C -2.02235 -3.99926 -2.60960 -1.06 4.27 2.76
H -2.95774 3.00361 -2.44860 -0.35 -0.05 -0.25
H 3.26580 0.78214 3.38756 1.28 -0.87 0.18
H 2.91981 -2.05781 -2.42835 0.24 0.09 0.34
H -3.74449 -0.11204 2.57794 0.06 -0.22 0.13
H 2.68025 -1.58782 -4.07287 0.01 -0.18 0.36
H 0.35456 -0.98370 1.95106 -0.57 -0.24 -0.46
H -5.64735 3.74628 -0.01640 -0.18 0.47 0.02
H 0.40978 -2.45384 -0.01411 -0.14 -0.48 0.78
H -3.22869 -4.60226 -4.00144 0.37 -0.59 -0.14
H -0.33672 -4.97278 -2.74713 0.81 0.51 0.88
H 1.84132 0.26114 -3.41094 0.05 0.17 0.62
H 2.88031 -4.15155 -1.17975 -0.23 0.50 -0.16
H 2.73532 3.96242 -1.00046 0.82 0.52 -1.49
H -0.48649 -1.20629 3.62096 -0.09 0.06 0.22
H -1.52214 0.99544 2.17410 0.16 -0.57 -0.12
H 4.23451 3.19233 -1.76617 -0.43 0.78 -0.19
H 3.69603 -0.20488 -5.09243 0.20 0.21 0.22
H 0.34494 0.25981 -2.58675 -0.03 0.16 -0.41
H 4.29919 1.56725 4.63593 -0.21 -0.13 -0.53
H -3.81669 4.48848 -1.95304 0.60 0.31 -0.16
H -2.84448 -1.33829 0.96515 0.67 -0.07 0.45
H -4.79692 3.22773 -2.33959 0.10 -0.87 -0.01
H -2.00383 -0.91998 -0.48497 0.08 0.77 -0.12
H 5.23819 0.37895 -4.69240 -0.11 -0.26 0.54
H -2.36168 3.24429 2.04491 -0.01 -0.38 0.37
H 2.62626 -4.72885 0.45874 -0.43 0.14 1.53
H -0.83155 1.07496 0.52260 -0.22 -0.44 -0.25
H -2.33951 4.56568 0.22423 0.38 0.24 -0.67
H -0.39684 -3.66593 -1.53649 0.42 -0.52 -0.13
H -4.90091 3.36263 1.47690 0.63 -0.13 -0.04
H 2.38924 -6.40298 1.13540 0.26 0.50 -0.16
H -4.50628 0.93952 -1.82607 -0.56 -0.52 -0.37
H 2.84275 -5.20973 -2.57733 0.40 0.00 0.36
H 1.33269 -0.56298 4.56105 0.23 0.14 0.26
H -0.74098 3.26536 1.38891 0.16 -0.12 0.26
H -0.90795 2.97472 -4.19400 0.64 -0.05 -0.01
H 2.08679 3.57103 0.80431 0.38 -0.29 -0.34
H 1.46653 1.13190 3.00817 -0.41 -0.17 -0.22
H -1.75180 -1.93685 4.46161 0.36 0.02 0.50
H 1.45826 -2.41759 2.19862 -0.17 -0.13 0.43
H 0.70978 2.65968 3.55266 0.03 -0.40 -0.24
H 1.24043 -0.99942 -0.39804 0.29 0.46 0.06
H 2.03640 1.88101 1.05326 0.10 0.32 0.53
H -1.49133 3.29950 -0.78318 -0.22 0.30 -0.49
H -4.33599 4.83412 0.61191 -0.46 0.11 0.08
H -3.85040 1.57923 2.70670 -0.02 0.43 -0.56
H 1.51019 -0.66327 6.28538 -0.18 -0.20 -0.34
H -5.04832 0.62773 1.73190 -0.05 0.35 -0.06
H -3.71915 -1.19914 -0.35986 -0.31 0.91 -0.57
H -1.17464 1.62437 -3.24336 0.14 -0.13 -0.24
H -1.66581 -5.49295 -3.68557 -1.25 -0.41 -1.13
```
Forces are in eV/Å.

---

What is the energy in the second record? -2290.18313 hartree

---

energy of number 1 (C18H51I2N6O2P3Si)? -3104.24539 hartree

---

Which of these has the lowest energy? C18H51I2N6O2P3Si